Record 1
This record from the OMol25 dataset describes the molecule C20H33ClN2O4 at a distorted geometry. The level of theory is wB97M-V/def2-TZVPD.

```
60
Properties=species:S:1:pos:R:3:forces:R:3
C -0.560732 0.736448 -4.575875 -0.029 -0.370 -0.414
N -0.039985 0.568713 -3.230862 0.999 -0.137 -0.328
C -0.941631 0.889827 -2.165934 0.221 0.549 0.371
C -2.171869 0.030274 -2.103667 -0.737 -0.339 0.079
O -2.930767 0.274652 -3.262545 -0.288 -0.167 0.206
C -1.902790 -1.447033 -1.715824 -0.266 -0.246 0.180
N -2.376337 -1.116791 -0.375499 0.529 -0.104 0.484
C -2.433523 -1.885568 0.760488 -0.698 0.188 -0.475
O -2.446479 -3.098167 0.713452 0.572 -0.244 -0.176
C -2.512774 -1.149002 2.074205 -0.599 -0.059 0.350
C -1.404707 -0.153688 2.268986 0.123 -0.129 0.053
C 0.033726 -0.706628 2.327902 0.090 0.496 -0.120
C 0.350655 0.341619 3.407810 0.219 -0.336 0.400
O 0.982885 1.469785 2.841694 0.030 0.087 -0.137
C -1.175665 0.499717 3.664459 0.019 0.378 -0.567
C -1.696642 1.907264 3.797759 0.000 0.395 0.001
C -1.637912 -0.335148 4.821018 -0.002 -0.492 0.348
C -2.909797 0.184850 -0.747604 0.273 0.220 0.341
C 0.959792 -0.435529 -3.103485 -0.529 1.075 0.376
O 0.879907 -1.501115 -3.629305 -0.389 -1.018 -0.955
C 2.271760 -0.081136 -2.415435 -0.188 0.090 0.425
Cl 3.298386 0.495046 -3.786912 0.049 0.179 -0.292
C 2.886385 -1.329399 -1.844007 0.241 -0.666 0.114
C 4.212347 -1.079243 -1.155884 0.354 -0.194 -0.006
C 4.124012 0.024091 -0.123970 0.179 -0.052 0.388
C 3.542945 1.282374 -0.728405 0.231 0.335 -0.012
C 2.201912 1.011694 -1.381251 -0.187 0.558 0.212
H 0.263418 0.663538 -5.279464 0.126 0.067 -0.047
H -1.313273 -0.003029 -4.849148 0.082 0.079 -0.073
H -1.003525 1.728449 -4.650772 -0.050 0.019 0.002
H -0.441337 0.831517 -1.198842 0.069 -0.069 -0.013
H -1.270290 1.931596 -2.286498 0.001 -0.068 0.013
H -3.617192 -0.399915 -3.325406 -0.005 0.086 -0.017
H -2.540945 -2.179457 -2.220126 0.060 0.051 -0.162
H -0.867009 -1.777768 -1.752971 -0.016 -0.112 -0.044
H -3.503233 -0.678625 2.180302 0.154 0.017 -0.133
H -2.461179 -1.919180 2.843251 -0.061 -0.062 -0.041
H -1.484646 0.631539 1.517970 0.206 0.089 0.049
H 0.085473 -1.709044 2.742498 -0.080 -0.171 -0.054
H 0.621137 -0.654587 1.411359 0.109 -0.009 0.052
H 0.925773 -0.020231 4.273690 -0.069 0.043 -0.106
H 1.089038 2.132961 3.532915 -0.003 -0.013 -0.091
H -1.337378 2.381816 4.718993 -0.082 -0.037 -0.043
H -1.381977 2.525562 2.955645 -0.004 0.009 0.022
H -2.789839 1.907922 3.826898 0.029 0.010 0.031
H -1.288679 0.099453 5.760880 -0.030 -0.012 0.006
H -2.727706 -0.385192 4.851788 -0.017 -0.021 0.057
H -1.256977 -1.359278 4.770176 -0.031 0.034 0.040
H -2.584982 1.029184 -0.127785 -0.156 -0.036 -0.096
H -3.998913 0.172989 -0.824872 -0.061 0.126 -0.124
H 2.170832 -1.767284 -1.133971 0.002 0.124 -0.013
H 3.011832 -2.060719 -2.637495 -0.077 -0.065 -0.048
H 4.554453 -2.006920 -0.692039 -0.002 -0.011 -0.021
H 4.963946 -0.814897 -1.906614 -0.042 0.002 0.008
H 3.496454 -0.298262 0.715826 -0.037 -0.011 -0.025
H 5.113632 0.229346 0.293512 -0.039 -0.012 0.002
H 3.413219 2.038910 0.042514 -0.034 0.119 0.071
H 4.239210 1.697719 -1.464197 -0.056 -0.038 0.016
H 1.808348 1.923653 -1.832341 -0.081 -0.022 0.000
H 1.509217 0.710328 -0.586984 -0.022 -0.100 -0.065
```
Forces are in eV/Å.

## Properties
Kohn-Sham gap: 9.41 eV
energy: -44967.522 eV
E_HOMO: -8.94 eV
strongest force on any atom: 1.449 eV Å⁻¹
spin multiplicity: 1

In elementary charge units, the Löwdin charges are: -0.05, -0.09, -0.12, -0.44, 0.01, -0.01, -0.02, -0.44, 0.08, -0.07, -0.25, -0.05, -0.31, -0.02, -0.48, -0.04, -0.04, -0.04, -0.48, 0.13, -0.69, 0.75, -0.20, -0.21, -0.20, -0.21, -0.21, 0.09, 0.08, 0.10, 0.12, 0.15, 0.11, 0.14, 0.12, 0.14, 0.12, 0.12, 0.12, 0.10, 0.15, 0.10, 0.09, 0.08, 0.09, 0.09, 0.09, 0.09, 0.11, 0.13, 0.14, 0.12, 0.11, 0.10, 0.11, 0.11, 0.11, 0.10, 0.12, 0.11



Record 2
This record from the OMol25 dataset describes the molecule C20H33N3O4S at a distorted geometry. The level of theory is wB97M-V/def2-TZVPD.

```
61
Properties=species:S:1:pos:R:3:forces:R:3
C 7.125329 0.931071 0.178553 -0.147 -0.230 0.001
C 6.190763 -0.254084 -0.050614 0.480 0.145 -0.365
N 4.806166 0.038877 0.251347 -0.488 0.621 -0.828
C 4.407977 0.169071 1.636245 -0.514 -0.195 0.473
C 3.608934 -1.049386 2.094651 0.184 0.233 -0.005
S 4.018254 1.079088 -0.798082 -0.218 -0.376 0.372
O 3.868652 2.388533 -0.217002 -0.156 -0.172 0.055
O 4.657459 0.970593 -2.075941 0.096 -0.289 -0.055
C 2.414408 0.308494 -0.856501 0.388 0.411 0.082
C 2.263953 -0.912172 -1.487045 -0.043 -0.028 -0.058
C 1.042880 -1.550354 -1.449834 0.076 0.090 -0.045
C -0.067721 -0.991250 -0.793700 0.100 0.216 0.098
N -1.259183 -1.661515 -0.699324 0.014 -0.227 0.010
C -1.991327 -1.754359 0.543232 0.064 -0.408 0.350
C -1.759349 -3.143976 1.158643 -0.059 0.397 0.146
O -2.136562 -4.174543 0.276157 -0.113 -0.079 -0.045
C -1.420474 -4.095752 -0.938031 0.005 0.137 -0.306
C -1.631779 -2.727617 -1.598916 0.064 -0.329 0.091
C 0.087357 0.307681 -0.251054 0.149 -0.173 -0.233
N -0.996491 1.030638 0.289500 0.325 0.099 0.159
C -2.201626 1.213326 -0.348846 0.034 0.289 0.370
O -2.497212 0.632238 -1.364125 -0.066 0.079 -0.281
C -3.073380 2.207649 0.400834 -0.449 -0.055 -0.198
C -4.558723 2.237220 -0.002979 0.043 0.018 0.030
C -4.705537 2.726603 -1.444059 0.070 -0.126 0.094
C -5.284895 3.204811 0.937615 0.179 -0.173 -0.147
C -5.169278 0.841849 0.137367 0.117 0.140 -0.080
C 1.331751 0.918548 -0.257594 0.067 -0.027 -0.020
H 6.791979 1.767946 -0.429909 0.089 0.115 -0.043
H 7.122920 1.238104 1.222325 0.043 0.062 0.088
H 8.140846 0.666319 -0.104832 0.128 0.027 -0.005
H 6.493992 -1.115913 0.551293 -0.111 0.010 -0.075
H 6.214506 -0.531842 -1.105491 0.198 -0.159 0.125
H 5.289072 0.292047 2.272305 -0.014 0.125 -0.110
H 3.800518 1.073526 1.724756 0.135 -0.050 0.264
H 4.210337 -1.949589 1.997469 0.035 -0.144 0.012
H 3.318009 -0.933026 3.135728 -0.062 -0.054 0.140
H 2.715326 -1.165130 1.486718 -0.102 -0.036 -0.039
H 3.114058 -1.354166 -1.979987 0.078 -0.174 -0.089
H 0.951175 -2.520988 -1.910340 -0.018 -0.097 -0.007
H -1.661269 -0.992343 1.246025 -0.059 -0.034 -0.025
H -3.059415 -1.622499 0.339066 -0.004 0.056 0.058
H -2.368107 -3.275850 2.054748 0.072 0.047 0.013
H -0.694026 -3.248162 1.423092 -0.087 0.022 0.003
H -1.803788 -4.899828 -1.568010 0.084 0.037 -0.023
H -0.348525 -4.261323 -0.746438 -0.068 0.000 -0.039
H -1.080942 -2.646692 -2.533737 -0.033 -0.004 -0.034
H -2.699569 -2.606716 -1.815736 0.047 -0.042 -0.079
H -0.733313 1.732168 0.968343 -0.175 -0.106 -0.035
H -2.644127 3.200795 0.236453 0.056 0.051 0.061
H -2.998233 1.986914 1.469157 0.040 0.053 0.033
H -4.306258 3.733337 -1.550242 0.032 0.159 -0.032
H -5.754435 2.742556 -1.730405 -0.152 0.042 -0.030
H -4.170906 2.066696 -2.120141 -0.003 -0.004 -0.102
H -4.852807 4.201528 0.876023 0.037 0.148 0.012
H -6.335682 3.273053 0.667226 -0.139 0.019 -0.026
H -5.220691 2.865386 1.969708 -0.006 -0.021 0.149
H -6.235666 0.876218 -0.072208 -0.150 -0.003 0.007
H -4.703494 0.158133 -0.565981 -0.007 -0.119 -0.042
H -5.030381 0.459645 1.147391 -0.018 -0.076 0.152
H 1.468529 1.898437 0.175109 -0.067 0.161 0.053
```
Forces are in eV/Å.

## Properties
Kohn-Sham gap: 8.25 eV
energy: -44770.991 eV
E_HOMO: -7.81 eV
strongest force on any atom: 1.144 eV Å⁻¹
spin multiplicity: 1

In elementary charge units, the Löwdin charges are: -0.07, -0.26, -0.26, -0.26, -0.07, 0.67, -0.30, -0.28, -0.29, -0.05, 0.01, -0.15, -0.10, -0.12, -0.18, -0.13, -0.18, -0.13, -0.15, 0.11, -0.45, 0.09, -0.07, -0.60, -0.05, -0.06, -0.05, 0.00, 0.07, 0.07, 0.08, 0.12, 0.11, 0.12, 0.11, 0.07, 0.07, 0.06, 0.12, 0.11, 0.12, 0.13, 0.13, 0.13, 0.13, 0.12, 0.13, 0.14, 0.15, 0.13, 0.13, 0.09, 0.08, 0.07, 0.08, 0.08, 0.08, 0.09, 0.07, 0.09, 0.12